No. 1
2 unconnected molecules or ions with the total composition C4H14NOS, computed with ωB97M-V with the def2-TZVPD basis set.

The value obtained for the gap between HOMO and LUMO is 10.10 eV. The LUMO energy comes out at -3.19 eV.

Geometry as ORCA input:
```
! wB97M-V def2-TZVPD RIJCOSX def2/J DEFGRID3
* xyz 1 1
S -2.21241 0.62586 -1.12087
O 3.26397 0.21081 -0.50718
N 0.47544 1.04079 0.26907
C 1.37537 -0.62916 1.88205
C -0.66794 -1.14744 0.45146
C 0.14066 -0.15139 1.24095
C -1.12443 -0.77452 -0.92374
H -1.62243 -1.73425 -1.36553
H 1.34660 -1.03188 2.89471
H 0.03705 -1.95259 0.23868
H -1.54682 -1.19774 0.99424
H -2.98008 0.10600 -0.14845
H 1.40686 0.74759 -0.04723
H 3.84707 0.92969 -0.62215
H 2.25958 0.01472 1.80857
H -0.19210 1.13180 -0.58530
H -0.50091 0.33456 2.03838
H 0.69917 1.86938 0.80517
H 1.88395 -1.40236 1.24659
H -0.30715 -0.52978 -1.59579
H 3.28592 -0.05597 -1.45827
*
```

Here are the Löwdin charges for atoms 1 to 6, given in e:
1 S 0.806
2 O -0.031
3 N 0.165
4 C -0.060
5 C -0.213
6 C -0.324


No. 2
19 unconnected molecules or ions with the total composition C24H64BrN19O38, computed with ωB97M-V with the def2-TZVPD basis set.

The value obtained for the gap between HOMO and LUMO is 9.48 eV. The LUMO energy comes out at -0.86 eV.

Geometry as ORCA input:
```
! wB97M-V def2-TZVPD RIJCOSX def2/J DEFGRID3
* xyz 0 1
Br -0.54284 0.27192 -1.04248
O -1.64489 -4.28100 0.46769
O 1.61671 -6.83238 -2.68727
O 4.08290 3.66350 -1.37232
O -2.34400 8.14660 2.20158
O -4.88448 2.44081 -1.18692
O 3.48058 5.72833 -4.85913
O -6.95434 -3.10376 0.81697
O -6.41471 -7.16782 1.82540
O 3.51062 3.71819 -5.76004
O 5.35642 -9.25465 -1.53037
O -0.27793 -7.93121 -2.92421
O -2.31396 6.13645 1.30066
O -6.94671 -3.48244 -1.35323
O 13.96519 -10.57043 -2.55756
O -2.02805 -8.14202 3.25259
O 5.55049 -10.12591 -3.54444
O -6.85591 6.60194 0.96248
O -10.75080 -4.08062 -5.19854
O 1.05744 12.34183 4.20581
O 5.41377 2.36041 2.69525
O -7.82204 6.65724 2.94156
O -1.64256 1.27227 3.47973
O 1.66634 4.11870 1.99845
O -2.60870 1.32757 5.45881
O 8.00872 -13.81261 -4.73561
O 0.09130 12.39714 6.18489
O 15.41842 -12.02807 -3.34282
O -0.62218 8.53266 7.39169
O -2.98984 3.53963 -0.94997
O -0.42810 7.66141 5.37763
O 6.77210 2.80498 4.37172
O -4.72939 6.81365 -5.05097
O -4.70665 7.47272 -2.94899
O -10.72805 -3.42155 -3.09655
O -2.05080 -8.80110 1.15061
O -6.43745 -7.82689 -0.27658
O 9.90336 -12.71378 -4.49866
O -3.17006 -4.80006 -1.03485
N -1.48390 -8.39361 2.17108
N 0.15216 2.22182 1.12912
N 0.38325 -6.91796 -2.66937
N -7.30743 -3.72073 -0.19484
N 8.66990 -12.79936 -4.48077
N 14.27095 -11.60257 -3.16581
N 3.99679 4.62579 -5.07521
N 5.16699 -9.25743 -2.75234
N -2.50464 -3.99458 -0.37366
N -5.87055 -7.41940 0.74388
N -0.81160 8.52989 6.16973
N -6.85998 6.81375 2.18063
N -10.18390 -3.67313 -4.17807
N -4.16249 7.22114 -4.03051
N -4.22330 3.45406 -0.93208
N 1.05337 12.55365 5.42396
N -1.64663 1.48408 4.69788
N 5.67952 2.85862 3.79537
N -1.82779 7.04405 1.98549
C 1.62888 3.18313 -0.56464
C 4.54205 2.86101 -0.22856
C -4.97607 4.68538 -0.57026
C -5.59399 7.30166 2.79133
C -8.71261 -3.46490 -4.25333
C -2.75791 -2.54732 -0.60820
C -0.50041 6.78054 2.60382
C -0.01261 -8.18538 2.09582
C -0.38065 1.97199 5.30858
C -2.69120 7.42937 -4.10577
C 4.58106 3.58819 4.48444
C 4.40780 -8.10876 -3.31618
C 2.31935 13.04155 6.03467
C -0.60539 2.12274 -0.20957
C 5.32417 4.36228 -4.45689
C -8.25262 -4.85227 0.00505
C 13.16023 -12.40974 -3.73897
C -0.36952 -5.68664 -2.30756
C 7.91713 -11.56804 -4.11895
C 2.74130 4.22839 -1.16209
C -1.57080 9.67855 5.60589
C -4.39926 -7.21117 0.66862
C 0.07462 3.30554 -1.16484
C 1.21989 3.30330 1.03873
H 6.84769 -11.78779 -4.14329
H 3.42328 -8.10086 -2.84407
H -0.46030 4.27016 -0.71285
H -1.43897 -5.90639 -2.33190
H -2.55531 9.68646 6.07800
H 4.95444 3.97183 5.43629
H -7.76618 -5.57581 0.66237
H 5.62882 5.24191 -3.88590
H -0.07374 1.24092 6.05929
H -0.58641 2.94399 5.76145
H -0.11697 -4.91845 -3.04126
H 0.37651 2.06312 4.52692
H 3.76630 2.87976 4.64723
H -8.37001 -3.72412 -5.25734
H -1.66198 9.54571 4.52578
H -3.53407 -2.44330 -1.36936
H -8.47603 -5.30153 -0.96493
H -2.34860 7.17015 -5.10977
H 0.18263 -7.13269 2.31017
H 3.07651 13.13269 5.25300
H -8.24928 -4.11465 -3.50811
H 4.96639 -7.19941 -3.08536
H -4.05667 -7.47039 -0.33538
H 12.21189 -11.91985 -3.50819
H -6.04551 4.46562 -0.59460
H -0.08189 3.20876 -2.32042
H 0.45072 -8.83513 2.84104
H 1.95180 2.14277 -0.99237
H 5.70467 2.66342 -0.38773
H -2.22787 6.77961 -3.36054
H 4.41441 3.36587 0.81927
H 13.20339 -13.40070 -3.28252
H -1.82183 -2.09985 -0.94842
H 4.31661 -8.24161 -4.39629
H -1.01221 10.58790 5.83671
H 0.20614 6.58195 1.79538
H -3.08519 -2.11240 0.33834
H 5.21629 3.49550 -3.80169
H -0.05873 -5.39371 -1.30266
H -3.93593 -7.86092 1.41385
H -4.66528 4.97831 0.43464
H 4.27065 4.40788 3.83332
H -9.15886 -4.44810 0.46066
H -8.51737 -2.41221 -4.03897
H 4.03390 1.79224 -0.31258
H -4.83684 7.39280 2.00967
H 8.16969 -10.79985 -4.85265
H -2.49596 8.48205 -3.89141
H -5.79976 8.27366 3.24420
H 13.31433 -12.46260 -4.81863
H 0.32999 -8.44459 1.09181
H 2.62626 12.31048 6.78538
H -0.19576 7.66018 3.17481
H -0.60829 5.91377 3.25902
H -5.28708 6.57059 3.54204
H -0.44035 2.19994 1.98795
H 2.11359 14.01355 6.48754
H 8.22792 -11.27511 -3.11406
H 2.34730 4.54923 -2.24252
H -4.20402 -6.15849 0.88298
H 6.03072 4.16369 -5.26532
H -4.72351 5.45357 -1.30396
H -1.78344 2.24080 -0.06002
H 2.73323 5.23055 -0.52176
*
```

Here are the Löwdin charges for atoms 1 to 6, given in e:
1 Br 0.617
2 O 0.042
3 O 0.029
4 O -0.263
5 O 0.048
6 O 0.079


No. 3
2 unconnected molecules or ions with the total composition CH3NO2S2, computed with ωB97M-V with the def2-TZVPD basis set.

The value obtained for the gap between HOMO and LUMO is 9.26 eV. The LUMO energy comes out at -0.76 eV.

Geometry as ORCA input:
```
! wB97M-V def2-TZVPD RIJCOSX def2/J DEFGRID3
* xyz 0 1
S 0.18577 0.90969 1.39560
S -1.59992 -1.15068 -0.63257
O -0.05990 2.26950 1.87630
O -1.75480 -0.17482 0.46366
N 1.10225 0.85594 0.18490
C 0.00390 -1.30871 -1.00544
H 1.16923 1.71431 -0.36390
H 0.18782 -2.36945 -1.46993
H 0.76564 -0.74579 -0.44862
*
```

Here are the Löwdin charges for atoms 1 to 6, given in e:
1 S 0.887
2 S 0.881
3 O -0.472
4 O -0.706
5 N -0.328
6 C -0.314


No. 4
A single C6H10O molecule, computed with ωB97M-V with the def2-TZVPD basis set.

The value obtained for the gap between HOMO and LUMO is 10.28 eV. The LUMO energy comes out at 0.90 eV.

Geometry as ORCA input:
```
! wB97M-V def2-TZVPD RIJCOSX def2/J DEFGRID3
* xyz 0 1
O 1.92556 -0.75647 1.06892
C -0.07666 -1.25321 -0.48318
C 1.29384 -0.57490 -0.19299
C 1.06532 0.90251 -0.13242
C -0.13071 1.51266 -0.15752
C -1.25475 -0.65614 0.29035
C -1.48242 0.80051 -0.12702
H -1.00917 -0.70090 1.35740
H 2.32706 0.19970 1.19113
H -2.13756 1.31078 0.60298
H -2.16565 -1.24976 0.13517
H 0.01421 -2.32192 -0.29345
H 1.97221 -0.90192 -1.00908
H -2.02232 0.86035 -1.08409
H -0.12341 2.59313 -0.06922
H 2.06600 1.35527 0.46941
H -0.26156 -1.11969 -1.56638
*
```

Here are the Löwdin charges for atoms 1 to 6, given in e:
1 O -0.083
2 C -0.143
3 C -0.400
4 C -0.083
5 C -0.078
6 C -0.204


No. 5
2 unconnected molecules or ions with the total composition C9H7FN2O3, computed with ωB97M-V with the def2-TZVPD basis set.

The value obtained for the gap between HOMO and LUMO (spin up / spin down) is 7.18 / 7.18 eV. The LUMO energy (spin up / spin down) comes out at -1.02 / -1.02 eV.

Geometry as ORCA input:
```
! wB97M-V def2-TZVPD RIJCOSX def2/J DEFGRID3
* xyz 0 1
F -0.33056 -1.59866 -2.77272
O -2.08502 -0.23764 2.58132
O -2.56055 2.60596 -0.40288
O -3.10277 0.54254 -0.93044
N -2.33309 1.43656 -0.60425
N -2.47539 -1.03676 1.80689
C -0.35775 -0.05662 -0.97641
C 1.56737 0.45842 0.46639
C -0.98822 1.05099 -0.30817
C 0.92370 1.51108 1.03113
C 1.63530 -1.66119 -0.81681
C -0.93574 -0.60589 -2.06641
C -2.65809 -2.00252 1.15716
C 1.01580 -0.48072 -0.47154
C -0.44671 1.72328 0.69697
H -2.90301 -2.77156 0.58852
H 1.16515 -2.40109 -1.51383
H 2.62565 0.53558 0.62091
H -1.05898 2.46008 1.25626
H 2.70040 -1.71778 -0.56457
H -1.77515 -0.32937 -2.53178
H 1.43940 2.05754 1.83508
*
```

Here are the Löwdin charges for atoms 1 to 6, given in e:
1 F 0.017
2 O 0.034
3 O 0.094
4 O 0.064
5 N -0.343
6 N -0.209


No. 6
A molecular structure, C61H74FN6O3P2SSiTi, computed with ωB97M-V with the def2-TZVPD basis set.

The value obtained for the gap between HOMO and LUMO is 5.55 eV. The LUMO energy comes out at -7.38 eV.

Geometry as ORCA input:
```
! wB97M-V def2-TZVPD RIJCOSX def2/J DEFGRID3
* xyz 3 1
Ti -0.76252 0.67739 0.09296
S 0.63882 -2.78472 -0.78880
P -2.82873 2.14492 -0.78679
P -2.57250 -1.15333 -0.75530
Si -0.46873 0.50943 2.77423
F 4.91724 -2.64533 -1.01827
O -0.33115 2.45103 0.29710
O 0.56037 4.43437 -0.23139
O 0.97842 0.37889 -0.56359
N 1.26580 -5.08262 0.49571
N 9.65270 -1.69081 0.20406
N 4.32060 2.80175 -0.46218
N 0.52722 -5.36789 -1.52778
N 7.25712 -1.05460 -0.77716
N -4.95249 0.34653 -1.11080
C -4.29102 -0.62165 -0.27386
C 8.35006 -0.30190 -1.37707
C 4.49573 1.41811 -0.56587
C -3.09980 1.33599 3.13055
C -3.33353 5.22537 1.83544
C -2.02157 5.08215 -3.51565
C -2.14593 0.24607 3.63388
C 3.08946 3.28744 -0.34267
C -1.02910 2.58146 -2.86718
C -4.86142 3.15310 0.79058
C -4.65076 5.05490 2.24404
C 6.62593 3.72178 -1.35115
C -1.96241 0.40200 5.15197
C -2.82732 -1.09835 3.37464
C -0.99253 4.53122 -4.26443
C 7.52093 -2.49887 -0.74774
C -1.24272 -0.99247 -4.60087
C 3.35627 0.59182 -0.63118
C -4.23253 1.43447 -1.73190
C -2.06311 3.12661 -2.10965
C 1.48070 -0.13475 4.69262
C 6.69660 3.77624 0.15897
C 3.54332 -0.79595 -0.78614
C -2.53367 -1.14069 -2.56690
C 5.77322 0.84037 -0.59276
C 9.55677 -0.32118 -0.44666
C -7.03704 -0.10033 0.09206
C -8.42150 -0.00204 0.17443
C -3.62111 -1.33653 -4.71016
C -2.24438 -4.64680 1.36092
C -6.36253 0.44048 -1.00155
C 1.94247 2.51683 -0.33627
C -1.31159 -0.98146 -3.21490
C 0.75120 -6.73957 -1.08334
C 0.66919 3.25066 -0.09706
C -3.30449 -3.83278 -1.07267
C 2.10663 -0.61630 2.35061
C -3.42257 -5.15548 -0.67046
C -3.69274 -1.32456 -3.32722
C 2.04490 1.14628 -0.52197
C 4.79135 -1.31783 -0.84213
C -2.89847 -5.56369 0.54866
C 5.37849 3.83114 -0.53930
C 0.52287 -2.11472 3.51184
C -2.39739 -1.16789 -5.34794
C -7.09735 1.07362 -2.00607
C 0.94384 -0.65234 3.34582
C -2.65133 -2.90864 -0.25964
C -9.14711 0.63989 -0.81317
C 1.17023 -6.53843 0.39225
C 0.08614 2.25571 3.15530
C -8.47447 1.17727 -1.90279
C -2.77022 4.36053 0.91039
C -0.49519 3.27461 -3.94150
C 0.82729 -4.45335 -0.60489
C -5.41436 4.02292 1.71955
C 9.02450 -2.74687 -0.66215
C -2.55942 4.38348 -2.44344
C 5.96445 -0.52238 -0.74458
C -2.11779 -3.32891 0.94995
C -3.53767 3.32169 0.38119
H 1.36854 -4.57856 1.35859
H -1.83790 -4.95611 2.31548
H -4.87531 -1.54541 -0.28704
H 6.63585 1.46379 -0.46036
H 10.48872 -0.14818 -0.98151
H 2.98548 4.36040 -0.25596
H -3.00939 -6.59149 0.86825
H -3.24884 1.26916 2.04847
H 1.92864 0.85491 4.60640
H -6.44330 3.89392 2.02645
H -5.08691 5.73583 2.96239
H 8.60644 -0.71777 -2.35658
H 0.30000 2.83537 -4.52963
H 9.53040 -2.68720 -1.62353
H 2.95470 -1.17511 2.76396
H -2.40969 6.06001 -3.76517
H 1.39405 -2.70241 3.82263
H 0.20750 -5.09780 -2.44118
H -0.28904 -0.86652 -5.09535
H 4.89920 4.79701 -0.55358
H 0.17599 2.37290 4.23654
H 7.02013 4.69991 0.61673
H -4.91416 2.26879 -1.90744
H -1.36875 -0.40328 5.58566
H 2.68743 -1.46133 -0.86694
H -3.05255 -1.24892 2.31750
H 6.96766 2.89817 0.72497
H -1.75243 4.52116 0.57903
H -0.58294 5.07633 -5.10396
H -6.60307 1.46058 -2.88745
H 2.26268 -0.81936 5.03646
H -1.58150 -2.63133 1.57548
H -2.74548 6.04128 2.23331
H -0.16107 -7.32744 -1.16968
H -0.63849 1.59095 -2.64476
H 7.03289 -2.93278 0.12397
H -9.02695 1.66909 -2.69211
H -0.39441 -0.88043 -2.64328
H 2.45648 0.40502 2.16786
H 6.83767 2.79717 -1.86535
H -4.52214 -1.47404 -5.29234
H 9.23312 -3.72020 -0.22363
H -10.22262 0.71615 -0.74190
H -3.78266 -1.12240 3.90775
H 1.83984 -1.08209 1.40201
H 0.72654 -0.08891 5.47643
H -0.23895 -2.24857 4.28084
H 10.62990 -1.91880 0.39590
H -2.24764 -1.95749 3.71324
H -6.50021 -0.58529 0.89538
H -5.47205 2.35027 0.39885
H 0.42328 -6.93029 1.08250
H -2.76599 2.35059 3.35010
H 9.17606 -1.67124 1.10763
H -4.22425 -0.32480 0.78500
H -4.08506 1.20796 3.58914
H 9.47087 0.40056 0.36283
H -0.61799 2.99894 2.78512
H 7.15464 -3.02553 -1.63125
H -3.35977 4.82809 -1.86447
H -1.51066 1.35309 5.43451
H 1.53181 -7.21990 -1.67217
H 2.12713 -7.00786 0.61191
H -2.34768 -1.17774 -6.42839
H -2.94823 0.36019 5.62492
H -3.80040 1.16784 -2.70333
H -4.65659 -1.42923 -2.84573
H 1.06275 2.47639 2.71749
H 6.90629 4.60306 -1.90917
H -3.71655 -3.53693 -2.02837
H 8.07630 0.73328 -1.55323
H -3.93457 -5.86426 -1.30739
H -8.92911 -0.42781 1.02972
H 0.15777 -2.54587 2.57812
*
```

Here are the Löwdin charges for atoms 1 to 6, given in e:
1 Ti 0.798
2 S 0.709
3 P 1.065
4 P 1.015
5 Si 0.771
6 F 0.084


Repeat the fifth record exactly.
2 unconnected molecules or ions with the total composition C9H7FN2O3, computed with ωB97M-V with the def2-TZVPD basis set.

The value obtained for the gap between HOMO and LUMO (spin up / spin down) is 7.18 / 7.18 eV. The LUMO energy (spin up / spin down) comes out at -1.02 / -1.02 eV.

Geometry as ORCA input:
```
! wB97M-V def2-TZVPD RIJCOSX def2/J DEFGRID3
* xyz 0 1
F -0.33056 -1.59866 -2.77272
O -2.08502 -0.23764 2.58132
O -2.56055 2.60596 -0.40288
O -3.10277 0.54254 -0.93044
N -2.33309 1.43656 -0.60425
N -2.47539 -1.03676 1.80689
C -0.35775 -0.05662 -0.97641
C 1.56737 0.45842 0.46639
C -0.98822 1.05099 -0.30817
C 0.92370 1.51108 1.03113
C 1.63530 -1.66119 -0.81681
C -0.93574 -0.60589 -2.06641
C -2.65809 -2.00252 1.15716
C 1.01580 -0.48072 -0.47154
C -0.44671 1.72328 0.69697
H -2.90301 -2.77156 0.58852
H 1.16515 -2.40109 -1.51383
H 2.62565 0.53558 0.62091
H -1.05898 2.46008 1.25626
H 2.70040 -1.71778 -0.56457
H -1.77515 -0.32937 -2.53178
H 1.43940 2.05754 1.83508
*
```

Here are the Löwdin charges for atoms 1 to 6, given in e:
1 F 0.017
2 O 0.034
3 O 0.094
4 O 0.064
5 N -0.343
6 N -0.209


Number 4 is which compound?
C6H10O